# 1
ORCA calculation (ωB97M-V/def2-TZVPD) on an isolated molecule of C3H10SSi in a non-equilibrium geometry.

XYZ file:
```
15
Properties=species:S:1:pos:R:3:forces:R:3
C 0.0768 1.6203 0.2791 -2.09 0.56 0.76
Si 0.4887 0.0040 -0.4708 0.29 -0.48 2.11
C 1.6880 -0.9850 0.6372 -1.74 -2.07 -0.99
C -1.1517 -0.8589 -0.6719 -0.96 -2.93 3.49
S -2.5911 -0.1304 0.2532 0.05 1.32 -0.94
H -0.9728 1.9666 -0.0343 1.76 -0.24 0.34
H 0.0167 1.5088 1.3785 -0.06 0.00 -0.44
H 0.7996 2.3756 0.0926 0.61 0.79 -0.32
H 1.3202 0.2355 -1.5976 0.29 -0.03 -1.47
H 2.6458 -0.6607 0.3594 1.57 0.31 -0.39
H 1.6520 -1.0201 1.7062 -0.47 0.46 0.69
H 1.5839 -2.0899 0.3461 0.34 1.38 0.12
H -1.1954 -1.9845 -0.1270 0.55 2.87 -1.61
H -1.5952 -1.0012 -1.5905 -0.28 -0.51 -2.34
H -2.7655 1.0200 -0.5602 0.15 -1.41 1.00
```
Positions in Å, forces in eV/Å.

Calculated values
* LUMO energy: 0.781 eV
* energy: -21985.28779 eV
* frontier orbital gap: 0.357 Ha
* ΔE to the lowest compared entry with this formula, charge and spin: 0.0010 eV
* E_HOMO: -8.9 eV
* total charge: 0

---

# 2
ORCA calculation (ωB97M-V/def2-TZVPD) on an isolated molecule of C3H2N2O2 in a non-equilibrium geometry.

XYZ file:
```
9
Properties=species:S:1:pos:R:3:forces:R:3
C 0.0473 0.0375 0.0916 0.77 2.37 -0.58
C 0.5302 1.2761 0.0245 -0.42 -0.01 1.04
C 0.1036 2.4538 0.7997 0.02 -2.31 -0.60
N -0.2950 3.1179 1.6369 -0.36 0.93 0.41
N 1.7673 1.5516 -0.6560 1.27 1.24 -1.04
O 2.2460 2.6549 -0.3756 -0.02 -1.26 -0.49
O 2.2100 0.7596 -1.4713 -0.27 0.37 0.77
H 0.4294 -0.7863 -0.4011 1.32 -1.17 -1.12
H -0.8366 -0.1569 0.5565 -2.30 -0.18 1.63
```
Positions in Å, forces in eV/Å.

Calculated values
* LUMO energy: -1.490 eV
* energy: -10213.93712 eV
* frontier orbital gap: 0.372 Ha
* ΔE to the lowest compared entry with this formula, charge and spin: 4.2520 eV
* E_HOMO: -11.6 eV
* total charge: 0

---

# 3
ORCA calculation (ωB97M-V/def2-TZVPD) on a structure of composition C31H39N3OS7Zr in a non-equilibrium geometry.

XYZ file:
```
82
Properties=species:S:1:pos:R:3:forces:R:3
Zr -0.0519 0.1347 -0.4016 1.16 1.95 0.67
S -1.2953 2.5756 0.4424 0.72 -0.18 -0.14
C -2.2125 3.1985 -0.9292 0.32 -0.39 -0.28
C -2.4088 4.5850 -1.1937 0.10 -2.14 0.68
C -3.3290 4.9138 -2.1740 -0.50 0.64 -0.32
C -3.9729 3.9775 -2.9735 1.21 -2.35 0.56
C -3.6351 2.5841 -2.8012 -0.71 0.61 -0.29
C -2.7725 2.2253 -1.7867 0.28 0.32 0.16
S -2.4018 0.4607 -1.2394 0.01 0.62 -0.21
C -2.2841 -0.9091 -2.4866 -1.10 1.66 0.10
C -1.9378 -2.1150 -1.7267 0.29 -1.77 -0.05
C -2.7005 -3.2651 -1.8991 1.56 -1.03 0.72
C -2.1926 -4.4830 -1.3930 0.57 0.36 0.02
C -0.9203 -4.4918 -0.7883 -0.36 -0.32 0.18
C -0.3065 -3.2828 -0.4866 -1.00 0.92 -0.88
C 0.7999 -3.1729 0.5093 0.64 -0.18 0.18
S 1.8352 -1.6857 0.3142 0.27 -1.05 -0.61
C 2.5887 -2.3374 -1.2204 0.14 2.93 -0.28
C 3.7330 -3.1297 -1.1521 -1.65 -1.84 -1.18
C 4.1692 -3.7182 -2.3709 0.20 0.84 1.90
C 3.6330 -3.2489 -3.5584 1.51 -0.67 -0.59
C 2.7194 -2.2293 -3.6275 -0.14 1.33 1.42
C 2.1877 -1.6949 -2.4152 -0.71 -0.59 -1.15
S 0.9469 -0.3234 -2.5993 1.58 -0.96 -0.11
N -0.7818 -2.1302 -1.0168 -0.84 0.49 1.03
H -1.8675 5.2801 -0.5483 -0.46 0.02 -0.33
H -3.6144 5.9510 -2.3014 0.21 0.06 -0.09
H -4.6639 4.2429 -3.7511 -0.16 0.19 -0.06
H -4.0837 1.7766 -3.3919 0.02 0.63 -0.04
H -1.5720 -0.7656 -3.2743 0.46 0.52 -0.35
H -3.2818 -0.8773 -2.8664 -0.57 -0.85 -0.58
H -3.5407 -3.2955 -2.5478 -0.82 0.26 -0.10
H -2.7727 -5.4118 -1.4784 0.41 0.45 -0.18
H -0.3822 -5.4080 -0.5052 -0.69 0.31 0.02
H 1.5065 -4.0041 0.4295 -0.27 -0.03 0.05
H 0.4165 -3.1722 1.5258 -0.22 -0.12 0.07
H 3.9417 -3.5950 -0.1993 0.69 0.25 0.12
H 5.0031 -4.4245 -2.2991 -0.48 0.18 -0.41
H 4.1129 -3.6135 -4.4683 -0.43 0.07 0.06
H 2.6089 -1.7012 -4.5637 -0.58 -0.18 -0.08
C -3.2690 -3.1357 4.8935 0.01 -0.33 -1.04
C -3.6784 -1.6751 4.8736 -0.64 -0.02 0.39
S -4.7112 -1.2644 3.4447 0.53 0.43 -0.52
C -3.7467 -0.1199 2.3191 -0.69 -0.13 -0.10
C -2.2945 0.2338 2.6095 -0.47 -0.24 1.05
S -1.0699 -0.9495 1.8864 -0.18 0.20 1.42
C -0.0823 -1.3996 3.3963 0.56 0.18 0.20
C -0.6126 -2.6770 4.1265 1.65 -0.98 -0.21
S -2.0752 -3.5069 3.5457 -0.84 0.04 0.45
H -4.1078 -3.7682 4.5761 0.08 0.01 0.58
H -2.8335 -3.4567 5.8479 -0.27 0.03 -0.22
H -2.7551 -1.1015 4.9001 -0.26 0.49 0.28
H -4.3700 -1.4257 5.7091 0.96 -0.17 -0.15
H -4.3833 0.7968 2.2600 0.78 -0.57 0.02
H -3.7980 -0.6355 1.3613 -0.09 0.20 -0.16
H -2.1580 0.3470 3.7088 0.37 -0.32 -0.80
H -2.0168 1.1690 2.1623 -0.30 0.44 -0.10
H -0.0957 -0.5428 4.1215 0.10 -0.56 -1.04
H 0.9736 -1.5732 3.0403 -1.05 0.35 0.49
H -0.5982 -2.5385 5.2189 -0.27 0.13 -0.41
H 0.1303 -3.4975 3.9623 -0.14 0.86 0.19
C 3.6207 1.5988 1.7160 -0.31 0.19 -1.03
N 3.5411 2.3815 0.4480 -1.49 -0.69 -0.35
C 4.4356 3.4980 0.3717 1.33 0.45 1.20
C 4.7249 4.1915 -0.9986 -0.43 -1.02 1.09
C 3.3564 4.4660 -1.5636 -1.05 0.16 -0.73
N 2.2928 3.4742 -1.1829 -0.99 -0.43 0.19
C 1.0898 3.3881 -2.0408 -0.28 0.28 0.03
C 2.3554 2.5462 -0.2134 2.13 -1.89 -1.38
O 1.5210 1.5675 -0.1696 -0.86 -0.21 0.78
H 2.8898 0.7941 1.6608 -0.26 0.34 0.26
H 3.4831 2.2653 2.5844 0.02 -0.41 -0.25
H 4.5711 1.0725 1.7538 0.28 0.38 0.05
H 5.3448 3.0971 0.8658 -0.24 0.88 -0.32
H 3.8996 4.1985 1.0455 1.14 0.60 -0.27
H 5.3796 3.6759 -1.7394 -0.46 0.01 0.97
H 5.1801 5.1427 -0.7077 0.12 -0.18 -0.34
H 3.4021 4.4344 -2.6788 -0.32 0.36 0.86
H 2.9930 5.4300 -1.1757 0.08 -0.16 -0.59
H 0.2911 2.8822 -1.4862 0.42 0.25 -0.23
H 1.2932 2.8229 -2.9551 0.14 0.20 0.04
H 0.6667 4.3739 -2.2841 0.55 -0.14 0.05
```
Positions in Å, forces in eV/Å.

Calculated values
* LUMO energy: -6.453 eV
* energy: -116413.15788 eV
* frontier orbital gap: 0.229 Ha
* ΔE to the lowest compared entry with this formula, charge and spin: 1.7098 eV
* E_HOMO: -12.7 eV
* total charge: +2

---

# 4
ORCA calculation (ωB97M-V/def2-TZVPD) on an isolated molecule of C42H68O13.

XYZ file:
```
123
Properties=species:S:1:pos:R:3:forces:R:3
C -0.0173 -6.4388 -0.2666 -0.39 0.30 -0.06
H -0.0722 -6.6595 0.7951 0.01 -0.10 0.11
H 0.1637 -7.3562 -0.8186 0.06 -0.14 -0.05
C -1.3273 -5.8081 -0.7197 0.28 -0.40 -0.37
O -1.6417 -4.7727 0.2136 0.05 0.03 0.06
C -2.4360 -3.7261 -0.2635 -0.69 -0.07 0.24
O -1.6856 -2.6765 -0.7942 0.23 -0.16 -0.10
C -1.1501 -1.7245 0.1201 0.26 0.23 0.12
C 0.2280 -2.1801 0.5907 -0.28 0.08 0.15
C 0.8757 -1.1540 1.5089 0.05 0.03 -0.27
H 1.8514 -1.5333 1.8130 0.03 -0.01 0.10
H 0.2630 -1.0561 2.4090 0.00 0.05 0.12
C 1.0263 0.2271 0.8390 -0.17 -0.05 0.41
C 2.1079 0.1299 -0.2438 -0.13 -0.02 0.03
H 1.9056 0.7697 -1.0944 0.07 0.08 -0.14
H 2.2061 -0.8867 -0.6134 0.02 -0.08 -0.10
H 3.0694 0.4153 0.1743 0.15 0.02 -0.03
C -0.3884 0.6555 0.3597 0.09 -0.01 -0.32
C -0.3630 2.0900 -0.1739 -0.16 -0.03 0.28
H 0.3215 2.1715 -1.0158 0.00 0.00 -0.13
H -1.3508 2.3729 -0.5358 0.02 0.02 -0.10
C 0.0204 3.0789 0.9275 0.13 -0.08 -0.05
H -0.7788 3.0723 1.6695 -0.07 0.04 0.04
H 0.0598 4.0830 0.5014 -0.03 0.10 0.05
C 1.3755 2.7510 1.5731 -0.17 0.03 0.02
C 2.4565 3.1091 0.5462 -0.02 -0.08 -0.02
H 2.1859 2.7425 -0.4355 -0.05 -0.06 -0.14
H 3.4211 2.6986 0.8184 0.07 0.02 -0.15
H 2.5688 4.1854 0.4635 0.04 0.09 -0.02
C 1.4200 1.2467 1.9486 -0.04 0.13 -0.13
C 2.7227 0.9522 2.6302 -0.15 -0.15 0.15
C 3.4079 1.8515 3.3203 0.16 0.16 -0.03
C 3.0384 3.3009 3.4130 -0.15 -0.19 0.29
C 3.3926 3.9466 4.7707 -0.14 0.04 -0.23
C 2.7206 3.6644 6.1021 0.17 0.13 -0.04
H 1.6637 3.9099 6.0878 -0.09 -0.05 0.02
H 2.8171 2.6033 6.3434 -0.09 -0.08 0.07
C 3.3660 4.5123 7.2173 -0.17 -0.01 0.22
C 4.7994 4.0669 7.5171 -0.20 0.10 -0.15
H 5.4652 4.2358 6.6765 0.15 -0.01 -0.07
H 5.1898 4.6206 8.3684 0.07 0.06 0.10
H 4.8209 3.0069 7.7616 0.04 -0.14 0.04
C 2.5400 4.3273 8.4958 0.15 0.03 -0.25
H 2.9514 4.9250 9.3059 0.04 0.07 0.13
H 2.5448 3.2839 8.8035 -0.02 -0.15 0.08
H 1.5075 4.6323 8.3395 -0.14 0.04 -0.02
C 3.3220 5.9962 6.8156 0.15 -0.09 -0.13
H 2.2804 6.3219 6.7957 -0.10 0.04 0.09
C 3.9565 6.3026 5.4571 -0.15 0.02 -0.04
C 3.3749 5.4223 4.3544 0.23 0.15 -0.04
C 4.2402 5.3036 3.0976 0.11 0.27 0.29
O 3.9667 4.0212 2.5641 -0.02 -0.17 -0.15
H 4.0331 6.0647 2.3350 -0.02 0.00 -0.01
H 5.3086 5.3672 3.3459 -0.12 0.04 0.01
C 1.9458 5.8642 3.9582 0.02 -0.45 -0.01
H 1.2917 5.7526 4.8267 0.02 -0.09 -0.04
O 1.8829 7.2466 3.6775 0.00 0.38 -0.11
H 2.4203 7.4277 2.8975 -0.04 -0.01 0.00
C 1.3905 5.0551 2.7706 0.04 -0.06 0.19
H 1.8916 5.4031 1.8672 0.02 0.08 -0.05
H 0.3300 5.2906 2.6648 -0.02 0.05 -0.05
C 1.5794 3.5372 2.9281 0.13 0.17 -0.11
C 0.5711 3.0454 3.9835 0.08 0.06 -0.09
H 0.3056 3.8489 4.6615 -0.02 0.01 0.12
H -0.3581 2.7228 3.5226 -0.06 -0.05 -0.01
H 0.9752 2.2204 4.5632 -0.06 -0.12 0.12
H 5.0356 6.1440 5.5095 0.06 -0.01 -0.03
H 3.7851 7.3538 5.2164 0.12 -0.01 0.01
H 3.8314 6.5877 7.5793 -0.07 0.04 0.09
H 4.4483 3.6769 4.9066 -0.01 0.01 -0.05
H 4.3354 1.5817 3.8062 0.15 -0.11 0.06
H 3.0837 -0.0648 2.5978 0.13 -0.14 0.04
H 0.6477 1.0964 2.7101 -0.07 -0.02 -0.02
H -0.9949 0.6815 1.2767 0.00 0.01 0.09
C -1.1397 -0.3388 -0.5679 -0.41 -0.23 0.13
C -0.5760 -0.4493 -1.9846 -0.09 -0.04 0.28
H -0.5895 0.5215 -2.4739 0.05 0.11 -0.10
H 0.4376 -0.8300 -1.9882 0.20 -0.06 -0.10
H -1.1921 -1.1390 -2.5552 -0.03 -0.03 -0.16
C -2.6216 0.1335 -0.6735 0.32 0.27 0.13
H -2.6677 1.0436 -1.2844 0.04 0.00 0.10
H -2.9926 0.3744 0.3284 0.10 0.09 -0.01
O -3.5247 -0.8109 -1.1811 -0.29 -0.19 -0.19
H -3.3529 -0.9330 -2.1267 -0.08 0.07 -0.01
H 0.8512 -2.3705 -0.2836 0.05 -0.07 -0.06
H 0.1118 -3.1294 1.1185 0.06 0.00 -0.10
H -1.8209 -1.6632 0.9908 0.00 0.01 -0.03
C -3.3929 -4.1760 -1.3798 0.37 0.70 -0.24
O -4.2300 -5.2303 -0.9763 -0.13 -0.26 0.18
H -4.7150 -4.9612 -0.1875 0.03 -0.03 -0.06
H -3.9784 -3.2921 -1.6710 0.12 -0.12 0.04
C -2.5750 -4.6532 -2.5942 -0.14 -0.18 0.19
C -1.2198 -5.2791 -2.1622 -0.43 -0.32 0.14
O -0.1705 -4.3693 -2.3244 0.49 0.33 0.09
H -0.4278 -3.5638 -1.8362 0.07 -0.10 -0.09
H -0.9801 -6.1257 -2.8149 -0.09 0.04 0.09
H -3.1809 -5.3927 -3.1318 0.09 0.04 0.06
O -2.2518 -3.5644 -3.4387 -0.05 0.08 0.00
C -3.1983 -3.2022 -4.3956 -0.33 0.32 0.01
C -2.7921 -1.8140 -4.9115 0.31 -0.44 -0.60
C -3.1193 -1.7376 -6.4013 0.13 -0.52 0.20
O -2.8879 -0.4230 -6.8481 0.12 0.22 -0.03
H -2.7012 -0.4647 -7.7945 -0.07 0.05 0.03
C -2.2307 -2.7505 -7.1344 -0.14 0.05 0.66
O -2.5587 -2.7964 -8.5022 -0.14 0.01 -0.53
H -3.4410 -3.1748 -8.6031 0.05 0.03 0.02
C -2.3166 -4.1272 -6.4369 0.55 -0.16 -0.12
O -3.3159 -4.1486 -5.4217 -0.07 -0.06 0.15
C -0.9211 -4.6088 -5.9695 -0.51 -0.09 -0.26
O -0.1710 -3.6504 -5.2830 0.20 0.29 0.27
H -0.3773 -3.6990 -4.3327 0.06 -0.07 -0.12
H -0.3556 -4.8568 -6.8742 -0.09 -0.08 0.04
H -1.0543 -5.5210 -5.3773 0.02 -0.03 -0.06
H -2.6868 -4.8676 -7.1564 0.13 0.13 0.00
H -1.1959 -2.3920 -7.0969 -0.17 0.01 0.05
H -4.1815 -1.9998 -6.5541 0.16 -0.02 0.03
O -3.4681 -0.8349 -4.1659 -0.28 0.30 0.16
H -3.4201 -0.0157 -4.6782 0.00 0.01 0.13
H -1.7045 -1.6978 -4.7916 -0.15 -0.04 -0.06
H -4.2054 -3.1445 -3.9565 0.16 0.01 -0.03
H -3.0101 -3.3709 0.6102 0.13 0.02 -0.19
H -2.1378 -6.5516 -0.6961 0.13 0.11 -0.02
H 0.8006 -5.7460 -0.4457 0.09 0.03 0.01
```
Positions in Å, forces in eV/Å.

Calculated values
* LUMO energy: 0.583 eV
* energy: -71275.47477 eV
* frontier orbital gap: 0.356 Ha
* ΔE to the lowest compared entry with this formula, charge and spin: 0.1110 eV
* E_HOMO: -9.1 eV
* total charge: 0